The molecule C6H9NO4S3 in a non-equilibrium geometry. Source: the Open Molecules 2025 dataset; level of theory: ωB97M-V with the def2-TZVPD basis set.

```
23
Properties=species:S:1:pos:R:3:forces:R:3:nbo_charge:R:1
C -2.952 1.224 -1.436 0.24 -0.01 0.67 -0.90
S -1.793 0.920 -0.128 -2.17 -0.95 -2.28 2.42
O -0.833 1.896 0.078 2.15 1.85 -0.10 -0.89
O -2.582 0.500 0.947 -1.17 -1.09 2.31 -0.96
O -1.203 -0.391 -0.854 0.74 0.19 0.25 -0.92
S -0.251 -1.533 -0.066 1.26 -1.61 -1.16 2.19
C -1.521 -2.394 0.868 -0.17 2.55 0.61 -0.82
O 0.145 -2.317 -1.224 -0.50 0.66 0.96 -0.90
N 0.807 -0.984 0.862 -3.35 -1.56 0.60 -0.88
C 1.865 -0.240 0.529 1.67 2.15 -2.70 0.00
C 2.596 0.550 1.346 1.15 -0.69 -2.28 -0.28
C 3.691 1.214 0.665 0.24 0.99 1.83 -0.23
C 3.658 1.065 -0.694 -1.14 -0.36 2.18 -0.43
S 2.339 0.064 -1.157 0.24 -0.47 0.05 0.37
H -2.611 1.816 -2.209 1.82 0.55 -2.04 0.25
H -3.366 0.302 -1.773 -0.21 -0.55 -0.12 0.25
H -3.700 1.904 -1.149 -1.31 0.40 1.51 0.25
H -1.291 -2.145 1.916 -0.54 0.04 -0.38 0.27
H -2.493 -1.970 0.496 0.99 -0.53 0.67 0.27
H -1.454 -3.431 0.741 0.34 -1.37 -0.59 0.26
H 2.270 0.471 2.314 0.12 0.51 2.67 0.22
H 4.432 1.856 1.274 -1.24 -1.09 -1.42 0.23
H 4.247 1.624 -1.345 0.84 0.39 -1.24 0.23
```
Forces are in eV/Å.

**Gap between HOMO and LUMO**: 8.49 eV
**HOMO energy**: -8.09 eV